A structure of composition C9H8O in a non-equilibrium geometry. Source: OMol25; level of theory: ωB97M-V/def2-TZVPD.

ORCA input file:
```
! wB97M-V def2-TZVPD RIJCOSX def2/J DEFGRID3
* xyz 0 1
O -2.499 0.125 1.900
C -1.015 1.995 2.582
C -0.360 -0.006 -0.843
C -0.756 1.187 -0.229
C -1.656 0.968 1.710
C 1.566 -1.873 -1.535
C 1.750 -0.950 -0.481
C 0.858 0.023 -0.155
C 0.443 -1.692 -2.347
C -0.505 -0.738 -2.023
H -1.475 2.895 2.189
H 0.930 0.538 0.823
H 2.679 -1.059 0.214
H -1.267 1.916 3.561
H 2.220 -2.681 -1.645
H -0.028 2.071 2.301
H -1.294 -0.529 -2.734
H 0.409 -2.190 -3.289
*
```

Properties
Total energy, eV: -11503.268
Energy relative to the best compared isomer or geometry (same formula, charge and spin), eV: 6.255
HOMO-LUMO gap, eV: 7.111

---

The molecule C9H8O2 in a non-equilibrium geometry. Source: OMol25; level of theory: ωB97M-V/def2-TZVPD.

ORCA input file:
```
! wB97M-V def2-TZVPD RIJCOSX def2/J DEFGRID3
* xyz 0 1
O -0.468 -3.132 0.156
O 2.788 1.116 -1.479
C -0.340 1.550 0.268
C -1.424 0.554 -1.673
C -0.663 -0.592 -1.523
C 1.898 1.535 -0.785
C -1.333 1.559 -0.619
C 0.216 -0.776 -0.385
C -0.053 -1.876 0.279
C 0.168 -2.771 1.356
C 0.877 0.599 0.031
H -2.206 0.545 -2.439
H -2.072 2.249 -0.385
H 1.666 2.617 -0.722
H -0.799 -1.481 -2.103
H -0.438 2.232 1.091
H 1.201 -3.280 1.387
H 1.388 0.452 1.026
H -0.501 -2.605 2.126
*
```

Properties
Total energy, eV: -13552.651
Energy relative to the best compared isomer or geometry (same formula, charge and spin), eV: 5.036
HOMO-LUMO gap, eV: 8.887

---

The molecule C9H8O2S in a non-equilibrium geometry. Source: OMol25; level of theory: ωB97M-V/def2-TZVPD.

ORCA input file:
```
! wB97M-V def2-TZVPD RIJCOSX def2/J DEFGRID3
* xyz 0 3
S -0.215 -1.274 1.818
O -0.692 -2.616 1.565
O -0.681 -0.606 3.011
C 1.144 -0.194 -0.896
C -0.186 0.385 -0.556
C -2.217 0.547 0.830
C -2.599 1.597 -0.005
C 3.215 -1.813 -0.067
C -0.573 1.506 -1.268
C 1.935 -1.067 -0.350
C -1.017 -0.081 0.460
C -1.825 2.065 -1.021
H -0.008 2.037 -2.060
H 3.965 -1.272 -0.804
H -1.953 2.917 -1.691
H -3.583 2.017 0.437
H -2.786 0.300 1.839
H 3.398 -1.910 0.940
H 1.644 0.301 -1.797
H 3.035 -2.839 -0.382
*
```

Properties
<S²>: 2.02
Total energy, eV: -24386.967
Energy relative to the best compared isomer or geometry (same formula, charge and spin), eV: 0.000
HOMO-LUMO gap (alpha / beta), eV: 8.122 / 6.707